DFT (wB97M-V/def2-TZVPD) results for a cluster of 3 separate species, C27H50N2O10S in total in a non-equilibrium geometry.

For the HOMO energy, the calculation gives -8.187 eV. Its SMILES is CC[C@@]1(Cc2ccccc2C)OS(=O)(=O)O[C@@H]1CCC(=O)O.COCCNCCOC.COCCNCCOC. The LUMO energy is 0.057 eV. For the total energy, the calculation gives -2318.499507 Eh. The energy relative to the best compared isomer or geometry (same formula, charge and spin) is 8.049 eV.

```
90
Properties=species:S:1:pos:R:3:forces:R:3:mulliken_charge:R:1
C -2.16774 -0.46847 -1.94456 -0.7 0.1 0.7 -0.958
C -0.81208 -1.09182 -1.37334 -1.0 0.5 0.6 -1.035
C 0.55571 -0.65431 -2.07628 -1.8 -2.5 -0.8 1.574
C 0.58229 0.27407 -3.37133 -0.2 1.1 0.0 -0.590
C 0.45034 1.83900 -3.09875 0.4 4.1 0.0 0.131
C -0.42664 2.51204 -2.02089 1.7 2.1 -2.0 -0.344
C -0.51519 4.07230 -1.87761 1.8 -0.9 -2.5 -0.629
C 0.26306 5.02007 -2.82252 0.6 -4.1 -0.6 -0.458
C 1.17845 4.36913 -3.89443 -2.3 -2.5 2.4 -0.647
C 1.26285 2.81338 -4.03238 -1.0 1.8 1.3 0.598
C 2.24587 2.27256 -5.20347 -0.6 -0.5 1.7 -1.084
O 1.40764 -0.19264 -0.95648 1.8 -2.4 -2.7 -0.304
S 2.83809 -1.04052 -1.19675 7.2 -0.1 4.0 1.234
O 4.02069 -0.09421 -1.27686 -4.5 -2.1 -1.3 -0.636
O 3.19406 -2.00204 -0.07343 -3.0 2.1 -3.5 -0.607
O 2.59737 -1.95866 -2.60295 -1.0 2.6 2.1 -0.490
C 1.13063 -2.09203 -2.59912 0.2 -1.3 -0.7 -0.372
C 0.69004 -2.59057 -4.05567 -0.4 -0.5 -0.7 -0.993
C 0.38443 -4.19394 -4.11900 -1.6 0.7 -0.1 -0.391
C -0.34501 -4.40061 -5.55180 1.3 1.6 -3.8 0.438
O 0.11202 -3.80628 -6.57543 -1.6 -2.0 4.1 -0.541
O -1.51421 -5.17777 -5.73589 1.1 1.6 1.3 -0.477
H -2.65136 0.14408 -1.09131 0.6 -0.9 -1.5 0.045
H -2.07882 0.21693 -2.84711 0.1 -0.9 1.2 0.335
H -2.90007 -1.30485 -2.19997 1.0 1.2 0.3 0.361
H -0.73166 -0.78940 -0.26029 0.0 -0.5 -1.9 0.336
H -0.94626 -2.23993 -1.34958 0.5 1.9 -0.2 0.398
H -0.25979 0.00870 -4.11913 1.2 0.1 1.5 0.321
H 1.55849 0.02800 -3.94162 -1.4 0.7 1.1 0.432
H -1.03953 1.88776 -1.29640 1.0 0.9 -1.1 0.130
H -1.18434 4.54243 -1.07092 1.1 -1.0 -1.4 0.313
H 0.21645 6.16271 -2.79311 -0.1 -2.0 0.2 0.305
H 1.78178 5.01365 -4.60978 -0.9 -1.0 1.1 0.246
H 2.61041 3.10979 -5.88366 -0.8 -1.2 0.9 0.366
H 3.16872 1.77342 -4.71855 -1.4 0.8 -0.7 0.233
H 1.66864 1.44299 -5.73170 0.9 1.3 0.2 0.274
H 0.97472 -3.00504 -1.93075 -0.3 1.7 -0.2 0.793
H -0.28673 -2.10497 -4.44049 1.7 -0.5 0.8 0.301
H 1.51468 -2.38383 -4.81728 -1.2 0.0 1.1 0.395
H -0.40383 -4.40101 -3.30228 1.4 -0.1 -1.2 0.295
H 1.32166 -4.82936 -4.00350 -1.4 0.8 -0.2 0.349
H -2.10625 -4.69304 -6.36567 1.1 -0.6 0.3 0.366
C -7.20456 3.59735 1.04689 0.3 0.0 -0.1 -0.763
O -5.96741 3.09976 1.53233 -0.4 0.1 0.2 -0.289
C -5.99173 2.79672 2.92800 0.6 -0.4 0.0 -0.812
C -5.88386 1.28632 3.15009 -0.5 0.3 -0.3 -0.171
N -7.10577 0.60115 2.72629 0.3 0.0 0.1 -0.347
C -6.97484 -0.85602 2.67476 -0.2 0.2 -0.3 -0.708
C -5.98225 -1.43965 1.65653 -0.3 -0.4 0.2 -0.423
O -6.36060 -1.23985 0.29861 0.4 0.2 0.3 -0.442
C -5.96091 0.00763 -0.24790 -0.3 -0.3 -0.3 -0.440
H -7.05382 3.93504 0.01982 0.1 -0.1 0.1 0.230
H -7.96735 2.81456 1.04301 -0.2 0.1 0.1 0.318
H -7.54702 4.44807 1.64385 -0.1 -0.1 0.0 0.345
H -6.87214 3.21410 3.42747 -0.1 -0.1 -0.2 0.395
H -5.10878 3.27182 3.36713 0.0 0.0 0.0 0.385
H -5.71109 1.08976 4.21290 0.0 0.0 0.0 0.388
H -5.01492 0.92967 2.58770 0.2 0.1 0.1 0.135
H -7.36526 0.93101 1.80371 0.0 0.0 0.1 0.109
H -7.96844 -1.24880 2.43428 0.1 -0.1 0.0 0.363
H -6.72469 -1.22641 3.67424 0.1 0.0 0.0 0.396
H -5.97462 -2.52513 1.80254 0.0 0.1 0.0 0.364
H -4.95286 -1.10813 1.83050 0.0 0.2 -0.1 0.297
H -5.02249 0.37146 0.17835 -0.1 0.0 0.1 0.138
H -6.75355 0.74678 -0.11684 0.2 0.2 0.0 0.221
H -5.82365 -0.12750 -1.32443 0.0 -0.1 0.1 0.314
C 3.01125 0.32437 4.10013 0.1 -0.3 0.2 -0.652
O 3.52343 -0.99415 4.00222 -0.1 0.4 -0.1 -0.406
C 3.90707 -1.35107 2.67104 0.4 -0.5 0.2 -0.792
C 5.42637 -1.50521 2.57552 -0.3 0.5 0.1 -0.173
N 6.09750 -0.20910 2.68822 0.1 -0.3 0.0 -0.320
C 7.54754 -0.31052 2.85819 -0.2 0.2 0.3 -0.700
C 8.06329 -0.98251 4.14106 0.4 0.3 -0.2 -0.480
O 7.78928 -0.24888 5.33010 -0.2 -0.4 -0.2 -0.426
C 6.50919 -0.49368 5.89270 0.2 0.3 0.2 -0.535
H 2.61322 0.45897 5.10796 0.1 -0.1 -0.1 0.253
H 3.79993 1.06411 3.94032 -0.1 0.2 -0.1 0.307
H 2.19969 0.48464 3.38338 0.1 0.1 0.0 0.277
H 3.52823 -0.64497 1.92709 0.1 0.1 0.2 0.402
H 3.45009 -2.32287 2.46353 0.0 0.1 0.0 0.366
H 5.68212 -1.96089 1.61402 0.0 0.1 0.0 0.465
H 5.74194 -2.18449 3.37433 -0.1 -0.2 0.0 0.131
H 5.71721 0.29052 3.48384 0.0 0.0 -0.1 0.047
H 7.93461 0.71396 2.84014 0.1 -0.1 0.0 0.373
H 7.97269 -0.82184 1.98831 -0.1 -0.1 0.0 0.394
H 9.15541 -1.02160 4.06532 -0.1 0.0 0.0 0.354
H 7.73360 -2.02254 4.23646 -0.2 0.0 0.1 0.346
H 6.16314 -1.51556 5.71898 0.0 0.1 -0.1 0.279
H 5.78447 0.22638 5.50779 -0.2 -0.2 0.0 0.173
H 6.58175 -0.33052 6.97160 0.1 0.0 -0.1 0.297
```
Forces are in eV/Å.

DFT (wB97M-V/def2-TZVPD) results for a structure of composition C29H33I2N8Sr in a non-equilibrium geometry.

For the HOMO energy, the calculation gives -9.228 eV. The LUMO energy is -2.472 eV. The charge is +1. For the total energy, the calculation gives -2188.946602 Eh.

```
73
Properties=species:S:1:pos:R:3:forces:R:3:mulliken_charge:R:1
Sr 0.05373 0.22945 0.12717 -1.7 -0.5 -0.1 1.820
C 1.46214 -1.27493 2.82120 0.1 0.1 -0.3 -0.912
C 1.12931 0.09454 3.41535 0.0 0.0 -0.1 -0.970
N -0.05974 0.72145 2.79898 0.5 0.1 -0.1 0.000
C -0.05020 2.19148 2.89622 0.4 0.0 -0.1 -0.842
C 1.09795 2.79452 2.08635 0.1 -0.2 -0.1 -0.040
C 1.82214 3.89605 2.51252 -0.1 0.0 0.1 -0.964
C 2.85827 4.35987 1.71339 0.1 0.0 0.0 -0.790
C 3.16000 3.71869 0.52168 0.0 0.0 0.0 -0.999
C 2.39181 2.62304 0.15526 0.0 -0.2 -0.1 0.399
C 2.62870 1.88903 -1.17209 0.1 -0.1 0.3 -1.637
N 2.21242 0.46655 -1.19697 0.6 0.2 0.5 -0.126
C 3.16251 -0.49657 -0.55860 -0.1 0.2 0.0 -0.722
C 3.04413 -0.62500 0.97095 -0.3 0.0 0.1 -0.771
N 1.74359 -1.21773 1.37200 0.6 0.0 0.0 0.439
N 1.40014 2.19228 0.93194 0.2 0.0 0.1 1.553
H 0.61284 -1.94825 2.95972 0.0 0.0 -0.1 0.384
H 2.30661 -1.71104 3.36786 0.0 0.1 0.1 0.421
H 1.97527 0.76584 3.25967 0.0 0.0 0.0 0.429
H 1.01255 -0.01068 4.49838 0.0 0.0 0.0 0.455
H -0.90241 0.35381 3.22495 0.0 0.0 0.0 0.204
H 0.04545 2.54981 3.92720 -0.1 0.0 0.0 0.512
H -0.99717 2.56367 2.49610 0.0 0.0 0.0 0.060
H 1.59052 4.37206 3.45647 0.0 0.0 0.0 0.544
H 3.44568 5.21198 2.03048 0.0 0.0 0.0 0.439
H 3.97667 4.05642 -0.10293 0.0 0.0 0.0 0.551
H 3.68454 1.99189 -1.44516 0.0 0.1 0.0 0.443
H 2.04728 2.41461 -1.93410 0.0 0.0 0.0 0.455
H 2.09155 0.19282 -2.16446 0.0 0.0 0.0 0.212
H 4.19179 -0.22148 -0.81128 0.0 0.0 0.1 0.410
H 2.96704 -1.47794 -0.99439 0.0 0.0 -0.1 0.285
H 3.15192 0.35794 1.43032 0.0 0.0 0.0 0.338
H 3.87799 -1.23311 1.33848 0.1 0.0 -0.1 0.556
H 1.70715 -2.16411 0.99906 -0.1 0.0 0.1 -0.181
C 1.90068 -5.08934 -0.20788 0.0 0.0 0.0 -0.643
C 0.85433 -4.78225 0.65385 0.0 0.0 0.0 -0.646
C -0.04876 -3.77799 0.32902 0.0 0.0 0.1 -0.066
C 0.07581 -3.05658 -0.85957 0.0 0.2 0.0 -0.336
C 1.11269 -3.39451 -1.73001 0.1 0.0 0.0 0.029
C 2.01785 -4.39679 -1.40651 0.0 0.0 0.0 -0.702
N -0.75752 -1.94615 -1.14205 -0.2 0.1 -0.1 0.538
C -1.86055 -2.20038 -1.85357 0.0 -0.1 0.0 0.367
C -2.24285 -3.54638 -2.20177 0.1 0.1 0.0 -0.638
C -3.36828 -3.83926 -2.90804 -0.1 -0.1 -0.1 -0.732
C -4.24670 -2.83672 -3.38190 0.1 0.0 0.1 -0.950
C -3.91810 -1.54928 -3.10798 0.0 0.0 0.0 -0.270
C -2.76508 -1.18364 -2.35271 -0.1 0.4 -0.1 -0.395
N -2.65785 0.17228 -2.26086 0.1 -0.6 0.1 -0.948
N -1.75150 0.68375 -1.53620 -0.1 0.9 -0.2 0.712
C -1.74411 2.11733 -1.59212 -0.2 -0.8 0.1 -0.136
C -2.26834 2.85345 -2.65104 0.0 0.2 0.0 -0.637
C -2.17649 4.22813 -2.58264 0.0 0.0 0.0 -0.472
C -1.55137 4.82354 -1.48742 0.0 0.0 0.0 -1.053
C -1.04766 4.00180 -0.50043 0.0 0.0 0.1 -0.330
N -1.15061 2.66839 -0.53009 0.2 0.0 -0.3 0.415
H 2.60230 -5.87188 0.04811 0.0 0.0 0.0 0.416
H 0.73637 -5.33450 1.57816 0.0 0.0 0.0 0.469
H -0.86960 -3.54755 1.00080 0.0 0.0 0.0 0.325
H 1.19213 -2.85814 -2.66939 0.0 0.0 0.0 0.536
H 2.81292 -4.64076 -2.10039 0.0 0.0 0.0 0.462
H -1.61239 -4.36064 -1.87517 0.0 0.0 0.0 0.456
H -3.58839 -4.88053 -3.11536 0.0 0.0 0.0 0.408
H -5.13200 -3.08771 -3.94730 0.0 0.0 0.0 0.382
H -4.52785 -0.72335 -3.45173 0.0 0.0 0.0 0.467
H -2.72885 2.34438 -3.48397 0.0 0.0 0.0 0.538
H -2.57859 4.83849 -3.38130 0.0 0.0 0.0 0.431
H -1.45445 5.89677 -1.40514 0.0 0.0 0.0 0.447
H -0.54408 4.42247 0.36546 0.0 0.0 0.0 0.358
I -4.15484 1.93359 1.53113 0.0 0.2 -0.1 0.089
C -4.47106 0.00333 2.29839 -0.2 -0.1 0.3 -0.918
I -3.08586 -1.42666 1.60185 0.2 -0.2 -0.2 0.184
H -5.45492 -0.34223 2.00828 0.0 0.1 0.0 0.492
H -4.38861 0.05852 3.37578 0.0 0.0 0.0 0.397
```
Forces are in eV/Å.

DFT (wB97M-V/def2-TZVPD) results for the molecule C3H5NO2 in a non-equilibrium geometry.

For the HOMO energy, the calculation gives -9.906 eV. Its SMILES is [H]/N=C/O[C@@H]1CO1. The LUMO energy is 1.045 eV. For the total energy, the calculation gives -322.429121 Eh. The energy relative to the best compared isomer or geometry (same formula, charge and spin) is 3.951 eV.

```
11
Properties=species:S:1:pos:R:3:forces:R:3:nbo_charge:R:1
N 1.55869 0.81339 1.04642 0.0 0.0 -0.2 -0.647
C 1.02954 0.88224 -0.08565 0.4 0.5 0.6 0.405
O -0.17498 -0.93755 -0.95618 -1.4 0.9 -0.8 -0.564
C -0.96956 -1.11627 0.17545 -0.5 -0.2 0.8 -0.150
C -1.13410 0.24328 -0.27066 0.2 -0.5 -0.6 0.370
O -0.30109 1.28231 -0.13114 0.2 0.1 0.5 -0.500
H 2.54410 0.59295 0.97385 0.2 -0.1 -0.1 0.348
H 1.45941 0.75308 -1.08138 0.0 0.1 0.3 0.176
H -0.54433 -1.37674 1.13785 0.5 -0.1 0.0 0.190
H -1.85147 -1.69786 -0.10154 -0.1 -0.2 0.6 0.179
H -2.14542 0.63795 -0.47372 0.6 -0.6 -1.1 0.193
```
Forces are in eV/Å.

Which of these has the highest HOMO?
C27H50N2O10S